A 4-piece molecular cluster, C29H36BO12 overall in a non-equilibrium geometry. Source: OMol25; level of theory: ωB97M-V/def2-TZVPD.

Computed properties:
**Net charge**: -1
**E**: -55901.019 eV
**LUMO level**: -0.055 eV
**Spin multiplicity**: 1

XYZ file:
```
78
C29H36BO12, DFT ωB97M-V/def2-TZVPD
C -2.630 3.033 -0.236
C -3.385 2.527 -1.239
B -2.891 1.440 -2.344
C -2.948 2.238 -3.781
C -1.992 3.427 -3.966
C -0.541 3.057 -4.266
C 0.342 2.789 -3.042
C 0.533 4.000 -2.125
C 1.386 5.108 -2.761
C 1.028 6.530 -2.334
C -0.463 6.856 -2.455
C -0.763 8.356 -2.571
H -2.073 2.414 0.463
H -2.519 4.109 -0.076
H -4.386 2.960 -1.349
H -1.799 0.949 -2.082
H -3.710 0.496 -2.412
H -2.832 1.548 -4.623
H -3.963 2.642 -3.876
H -2.064 4.092 -3.104
H -2.347 4.016 -4.822
H -0.061 3.827 -4.877
H -0.531 2.151 -4.879
H 1.341 2.508 -3.398
H -0.071 1.959 -2.478
H 1.072 3.634 -1.248
H -0.434 4.353 -1.778
H 2.425 4.919 -2.482
H 1.345 5.038 -3.848
H 1.378 6.711 -1.314
H 1.581 7.236 -2.960
H -0.964 6.469 -1.569
H -0.875 6.287 -3.289
H 0.131 8.940 -2.780
H -1.494 8.540 -3.357
H -1.226 8.720 -1.656
C -3.132 -0.899 0.952
C -1.851 -1.297 0.914
C -1.444 -2.709 1.249
O -0.258 -3.001 1.188
C -2.468 -3.656 1.645
C -3.744 -3.252 1.686
C -4.157 -1.843 1.331
O -5.350 -1.600 1.394
O -4.754 -4.034 2.036
O -0.851 -0.498 0.587
H -3.426 0.114 0.702
H -2.163 -4.662 1.894
H -5.550 -3.468 1.962
H -0.040 -1.035 0.621
C 1.305 -0.511 5.327
C 1.026 -1.567 4.545
C 1.872 -2.817 4.563
O 1.542 -3.746 3.851
C 3.035 -2.853 5.433
C 3.311 -1.795 6.205
C 2.451 -0.558 6.208
O 2.781 0.340 6.963
O 4.348 -1.736 7.029
O 0.002 -1.594 3.714
H 0.703 0.387 5.323
H 3.642 -3.747 5.427
H 4.294 -0.859 7.457
H 0.027 -2.456 3.249
C 4.105 -6.932 1.130
C 3.118 -6.020 1.092
C 2.024 -6.078 0.052
O 1.163 -5.225 0.089
C 2.068 -7.146 -0.938
C 3.055 -8.047 -0.891
C 4.134 -8.000 0.158
O 4.980 -8.879 0.122
O 3.178 -9.053 -1.751
O 3.033 -5.025 1.953
H 4.892 -6.902 1.870
H 1.290 -7.171 -1.688
H 3.978 -9.539 -1.473
H 2.229 -4.511 1.735
```